Here is a structure of composition C42H40Cl3N13O3STi in a non-equilibrium geometry from OMol25. Energies are from ωB97M-V with the def2-TZVPD basis set.

The geometry in ORCA input format:
```
! wB97M-V def2-TZVPD RIJCOSX def2/J DEFGRID3
* xyz 0 3
Ti 0.3252 1.5911 -0.9696
O -1.7078 5.2515 -1.3041
C -1.1108 4.2493 -0.9329
N -0.4339 3.3638 -1.6714
C -0.2788 3.6813 -3.0734
C 0.8047 2.7584 -3.6281
C 1.5092 3.2382 -4.7994
C 2.7986 2.8817 -5.0139
C 3.4927 2.1525 -4.0243
C 2.8566 1.9198 -2.8173
N 1.5946 2.2502 -2.5670
C -0.9948 3.9125 0.5284
C -1.5445 4.7048 1.5163
C -1.3212 4.3563 2.8381
C -0.5535 3.2356 3.1167
C -0.0570 2.4895 2.0643
N -0.2776 2.8164 0.7864
H -1.2154 3.5707 -3.6297
H 0.0352 4.7215 -3.1843
H 0.9602 3.8322 -5.5212
H 3.3142 3.1969 -5.9131
H 4.5291 1.8754 -4.1548
H 3.4079 1.5003 -1.9888
H -2.1167 5.5733 1.2204
H -1.7331 4.9505 3.6440
H -0.3496 2.9316 4.1355
H 0.5288 1.5941 2.2389
Cl 2.2526 -4.9748 5.9510
C 0.8710 -4.2365 5.2066
C 0.9025 -3.9154 3.8660
C -0.2103 -3.3147 3.2969
C -1.3456 -3.0120 4.0353
C -2.5560 -2.3218 3.4447
C -2.6815 -2.3938 1.8848
N -2.3430 -1.1670 1.1662
C -3.2056 -0.1000 1.0227
C -2.5209 0.8478 0.3376
N -1.2453 0.3837 0.0524
C -1.1859 -0.8279 0.5661
O -2.7109 -0.9996 3.9266
C -1.5622 -0.1450 3.9008
C -0.8470 -0.0513 5.2135
C -1.3766 0.5014 6.3381
Cl -2.9445 1.1854 6.4855
S -0.3075 0.4532 7.6731
C 0.9073 -0.2874 6.7184
C 0.4900 -0.5004 5.4435
C -1.3379 -3.3601 5.3906
Cl -2.7188 -3.0467 6.3954
C -0.2473 -3.9698 5.9795
H 1.7869 -4.1075 3.2758
H -0.1544 -3.0476 2.2509
H -3.4297 -2.8481 3.8342
H -3.7233 -2.5953 1.6454
H -2.0937 -3.2114 1.4775
H -4.2009 -0.1136 1.4299
H -2.8495 1.8298 0.0418
H -0.3150 -1.4606 0.5359
H -1.9463 0.8341 3.6181
H -0.8388 -0.4589 3.1454
H 1.8618 -0.5329 7.1584
H 1.0957 -0.9591 4.6705
H -0.2653 -4.2244 7.0297
O 1.8268 1.4705 0.0259
N 3.0687 1.5348 0.3784
C 3.4636 0.4997 1.1194
C 4.8489 0.4130 1.4575
N 5.9604 0.3242 1.7445
C 2.5381 -0.4390 1.6547
N 1.7578 -1.1840 2.0592
C -0.0045 -2.3627 -4.3231
N 0.1682 -2.3044 -2.8784
C -1.0471 -2.4590 -2.1012
C 1.2638 -1.6853 -2.3194
N 1.1695 -0.7642 -1.4034
N 2.4736 -2.1661 -2.7641
C 3.7031 -1.5189 -2.3499
C 2.6556 -3.5423 -3.2026
H -0.6556 -1.5623 -4.6826
H -0.4586 -3.3176 -4.5983
H 0.9583 -2.2815 -4.8241
H -1.5775 -3.3358 -2.4785
H -1.7206 -1.6018 -2.1561
H -0.7886 -2.6423 -1.0612
H 2.0590 -0.6937 -0.9229
H 3.9855 -1.7909 -1.3249
H 3.6174 -0.4384 -2.4226
H 4.5059 -1.8342 -3.0144
H 1.7023 -4.0562 -3.2535
H 3.2985 -4.0754 -2.4954
H 3.1315 -3.5723 -4.1847
N -5.4405 0.8659 -3.9445
C -4.2932 0.9647 -4.0077
C -2.8701 1.0694 -4.0769
C -2.1675 1.2727 -5.3062
C -0.8209 1.3328 -5.2881
C -0.0680 1.2344 -4.0394
N -0.7973 0.9809 -2.8489
C -2.1208 0.9549 -2.9225
H -2.7200 1.3519 -6.2341
H -0.2554 1.4672 -6.2026
H 0.8389 0.6267 -4.1205
H -2.6554 0.8135 -1.9913
*
```

Properties
largest force on an atom: 0.07147 hartree/bohr
lowest unoccupied orbital energy (alpha / beta): -0.56 / -1.27 eV

Atom charges from the Mulliken analysis, given in e for atoms 1 to 5:
1. Ti -0.73
2. O -0.79
3. C 0.01
4. N 0.85
5. C -1.91